Density functional theory data (ωB97M-V/def2-TZVPD) for a cluster of 2 separate species, C4H11PS2 in total.

The energy above the lowest of the compared OMol25 structures with the same formula, charge and spin is 175.9 kJ/mol. The lowest unoccupied orbital energy comes out at 0.71 eV. The orbital gap is 9.44 eV. The charge is 0. The value obtained for the HOMO energy is -8.730 eV. Its largest force on an atom is 3.03 eV Å⁻¹.

The geometry in XYZ format:
```
18
Properties=species:S:1:pos:R:3:forces:R:3:mulliken_charge:R:1
C -1.474580 1.847611 1.505939 -0.8 -0.6 2.6 -1.05
P -1.166985 0.576371 0.139238 0.3 1.6 0.7 0.45
S -0.493169 2.127645 -1.263130 1.1 -1.4 0.0 -0.28
S -3.188064 0.491156 -0.311372 -0.9 -0.4 -0.4 -0.31
H -0.767984 1.850018 2.454471 -1.0 0.0 -2.4 0.27
H -1.516160 2.779512 0.985362 0.5 0.9 0.2 0.34
H -2.528601 1.778164 1.953933 1.5 -0.4 -0.6 0.31
H 0.686737 1.432324 -1.502983 -1.1 0.8 0.0 0.14
H -3.213724 -0.784944 -0.739111 0.1 0.2 -0.1 0.13
C 0.350095 -2.121343 -0.643704 0.6 0.0 -0.6 -0.82
C 1.374194 -1.679415 0.042155 2.3 1.4 0.2 0.05
C 2.347757 -0.509416 -0.324597 -0.5 -2.9 -0.5 -0.71
H 0.246898 -1.621833 -1.631027 -0.9 -0.7 0.7 0.29
H -0.184655 -2.986612 -0.247257 -0.2 0.3 -0.7 0.27
H 1.800840 -2.117017 0.921595 -0.7 -0.7 0.7 0.31
H 2.813248 -0.197062 0.626388 -0.2 0.6 -0.9 0.31
H 3.087675 -1.035268 -0.985678 -0.1 0.7 0.7 0.33
H 1.826478 0.170109 -0.980222 0.2 0.7 0.4 -0.03
```
Positions in Å, forces in eV/Å.